ORCA calculation (wB97M-V/def2-TZVPD) on 11 unconnected molecules or ions with the total composition C48H60ClFN13O5PS in a non-equilibrium geometry.

Geometry as XYZ:
```
130
Properties=species:S:1:pos:R:3:forces:R:3:lowdin_charge:R:1
N -0.208921 -2.433280 6.353207 -0.3 -0.4 0.3 0.14
N 4.883765 -5.703585 -0.353636 0.0 -0.3 0.1 0.16
H 5.161605 -2.510356 -5.549147 -0.1 -0.3 0.1 0.08
O 5.846607 -0.818692 -3.770523 -0.9 -1.0 -0.2 -0.15
C 0.807158 6.944583 -2.301419 0.1 -0.2 -0.2 -0.29
C 5.129424 -1.675256 -1.111856 0.4 -0.7 -0.1 -0.18
H -3.192852 -1.696712 -1.098303 0.2 0.2 -0.3 0.05
S -3.594842 1.193448 -1.638395 1.9 -1.8 4.2 0.88
C 7.514843 -0.001675 2.646985 0.2 0.0 -0.3 -0.23
H 7.003638 1.691818 1.420389 0.2 -0.7 -0.2 0.11
N -2.356849 -1.983438 -1.601087 0.6 -0.3 1.0 0.10
F -1.194875 3.024154 -1.338442 0.5 -0.2 0.6 -0.08
H 1.840990 6.343148 -4.038961 0.0 0.0 0.0 0.08
C 4.570859 -8.260828 0.140580 0.1 0.4 -0.1 -0.06
H 8.257678 0.706758 0.661129 -0.6 -0.4 0.4 0.11
C 0.646405 2.607018 6.134666 -0.1 0.4 -0.2 -0.28
C -1.223908 -2.897479 6.628919 -0.2 -0.1 0.1 -0.24
O 5.234369 -3.157137 -4.825832 0.1 1.4 1.1 -0.13
N -3.733668 2.174582 -3.434501 -1.4 2.3 -4.3 -0.06
H -4.195910 6.727503 3.559519 0.0 0.0 0.0 0.08
C 3.875729 -1.017960 -1.067443 0.6 1.4 1.5 -0.02
H 9.476003 -0.968384 -5.606501 0.0 0.0 0.0 0.08
H -0.866373 -3.443486 -2.752497 0.4 0.6 0.2 0.10
C -9.291541 -2.383087 -3.056049 0.1 0.4 -0.1 -0.06
H -5.278845 -3.184110 2.413534 -0.1 0.0 0.0 0.08
C 2.434667 0.934894 -0.227453 0.4 -0.1 -0.1 -0.25
C -2.527353 -3.489127 6.982508 0.4 0.2 -0.1 -0.06
H 0.731117 3.328256 -0.832196 -0.6 -0.7 0.5 0.12
H -4.223271 -2.106533 1.477531 -0.1 0.0 0.0 0.06
H -0.446745 -1.258598 4.542956 0.0 0.1 -0.1 0.03
O 7.498088 -2.717460 -3.656886 -0.7 0.0 0.1 -0.33
C 2.634435 -1.437986 -1.834366 -0.1 0.2 0.1 -0.24
C -8.028317 0.840056 4.602173 0.2 -0.3 0.0 -0.06
C -0.238334 3.217582 -0.303464 0.0 1.5 0.4 -0.32
N 1.028476 1.817182 6.877518 -0.1 0.2 -0.1 0.13
H -8.696874 -2.934927 -3.782608 0.0 0.0 0.0 0.08
H 6.106009 -3.593761 -1.474404 -0.5 0.4 -0.5 0.05
C 1.246081 5.898075 -3.242689 -0.1 0.3 0.3 -0.06
H -8.249736 1.277901 5.574465 0.0 0.0 0.0 0.08
N 7.575936 -1.241627 2.899094 -0.3 0.4 -0.4 0.09
H -4.775285 -1.626059 3.093616 -0.1 0.0 0.0 0.05
C 0.121548 -3.036691 -2.469626 0.7 -1.1 0.0 -0.14
H -5.015302 3.703207 -5.891995 0.0 0.0 0.0 0.08
N -2.155211 0.999750 3.131517 0.0 -0.3 0.3 0.14
H -0.220308 4.485746 5.717999 0.0 0.0 0.0 0.08
H -7.566548 1.594632 3.967266 0.0 -0.1 0.0 0.08
N -2.499850 4.128574 2.948343 -0.1 0.3 0.1 0.16
H 7.634964 0.688099 3.511169 0.0 -0.2 -0.7 0.10
H -0.514370 4.614399 1.437133 0.1 0.1 -0.7 0.05
H 2.274119 -5.439437 -0.495473 -0.3 0.3 -0.8 0.01
H 0.167941 5.368770 -0.118163 -0.7 -0.7 0.8 0.06
H 1.849264 5.158123 -2.717859 0.0 0.0 0.0 0.08
O 2.752142 -2.100377 -2.842718 0.0 0.1 0.0 0.09
C -1.211628 -1.227812 -1.225225 0.7 0.8 0.1 -0.18
C 0.071969 -1.723091 -1.669315 -0.3 0.7 0.4 -0.08
H 4.400587 -3.550007 -2.072629 0.6 0.5 0.1 0.08
C 0.153960 3.617462 5.177839 0.1 -0.4 0.2 -0.06
C -1.355794 -0.003868 -0.467041 1.1 0.1 -0.2 -0.15
C 11.426276 -0.428659 -5.005189 -0.2 -0.2 0.0 -0.28
C 6.264195 -1.169373 -0.376325 -1.0 0.7 0.2 -0.47
P 6.039060 -2.441027 -3.597799 1.6 -0.2 0.0 0.52
C -5.056418 -2.143991 2.179249 -0.2 0.2 -0.2 -0.07
H -5.702105 0.654631 -3.513273 -0.5 -0.4 0.5 0.04
H -10.323702 -2.726638 -3.105403 0.0 0.0 0.0 0.08
C 3.780771 0.170548 -0.256130 -0.4 -1.0 -0.4 -0.05
H -3.282550 3.557580 -6.246809 0.0 0.0 0.0 0.08
H -4.366083 2.181816 -6.535672 0.0 0.0 0.0 0.08
O 2.511624 2.117412 0.046192 -0.2 -0.2 0.1 0.07
H -1.556407 4.941724 -0.015351 0.6 -0.3 0.4 0.08
C -7.112833 -0.302057 4.765212 -0.2 0.2 0.0 -0.26
C 4.746705 -6.823795 -0.136753 0.0 -0.3 0.1 -0.25
C -3.137652 5.071819 2.793709 -0.2 0.2 0.0 -0.24
C -1.288375 0.456903 3.657940 0.2 -0.1 0.1 -0.24
C -3.954944 6.282029 2.595453 0.2 -0.3 0.0 -0.06
H -8.899867 -2.571855 -2.057074 0.0 0.1 0.0 0.08
C 6.157452 -0.003203 0.429834 -0.9 0.2 -0.4 -0.21
H 0.708866 -0.221996 3.692843 0.0 0.0 0.0 0.09
C -5.416743 1.068452 -1.382959 -0.6 -0.9 -0.5 -0.46
C -4.161103 3.027866 -5.880748 0.1 -0.2 0.3 -0.04
C 7.304506 0.631821 1.235076 -0.5 0.6 0.5 -0.15
C 1.247651 -0.982764 -1.352059 -0.7 0.5 0.9 -0.01
Cl 7.855502 -1.974363 -0.478328 -1.1 0.5 0.0 0.73
C -3.921371 2.551018 -4.507540 0.1 0.1 -0.3 -0.15
C -6.071884 0.238410 -2.552494 -0.1 0.6 0.4 -0.17
C 1.678662 -4.870668 -1.206059 -0.4 -0.1 0.9 0.09
H -1.111407 2.059360 1.401044 0.3 0.1 -0.7 0.06
H 3.522377 -8.533414 0.028559 0.0 0.0 0.0 0.08
C 5.329027 -2.957248 -1.948940 -0.1 0.5 -0.4 -0.19
C -9.229749 -0.941035 -3.351323 -0.2 -0.3 0.0 -0.27
H -2.444901 -4.574575 7.010634 0.0 0.0 0.0 0.08
N 0.464367 7.758493 -1.566117 0.1 -0.2 -0.2 0.13
C -6.242343 -1.499670 1.585454 0.2 -0.1 0.1 -0.28
H -5.825107 2.101137 -1.389723 0.2 -0.7 0.2 0.07
H 0.665888 -2.849491 -3.423292 -0.3 -0.2 0.7 0.12
H -7.192449 0.322775 -2.492826 1.3 -0.1 -0.1 0.03
H -5.766736 -0.829881 -2.512235 -0.2 0.6 0.1 0.07
C -2.760997 0.468659 -0.071065 -0.5 -1.3 0.3 -0.38
C 4.878834 0.665250 0.473390 0.4 -1.0 -0.6 0.05
H -8.956332 0.505874 4.140974 0.1 0.0 0.0 0.08
C -0.245299 2.047016 0.717036 0.4 -0.6 -1.1 -0.09
C 0.864659 -4.153063 -1.733525 0.1 1.4 -0.8 -0.11
H -3.403776 7.005514 1.995961 0.0 0.0 0.0 0.08
H 9.878458 -1.384582 -3.931110 0.0 -0.1 -0.1 0.06
N -7.166135 -0.993943 1.122004 0.2 -0.1 0.1 0.13
H 0.964452 3.929009 4.519959 0.0 0.0 0.0 0.08
H 10.554520 -2.333539 -5.266433 0.0 0.0 0.0 0.08
H -5.689158 0.538194 -0.435305 0.5 0.8 -0.6 0.05
H 0.057709 0.272456 5.267113 0.0 -0.1 0.0 0.03
H 7.431081 -1.756398 2.022318 0.1 -0.1 0.3 0.00
H 4.755402 1.577660 1.077787 0.1 -0.5 -0.4 0.13
H -3.274937 -3.207029 6.242013 0.0 0.0 0.0 0.08
H 6.683953 -0.355448 -3.625959 0.0 -0.4 0.0 0.08
H 0.377937 5.405341 -3.678234 0.0 0.0 0.1 0.08
H -0.653014 3.198311 4.575283 0.0 0.0 0.0 0.04
C -0.174504 -0.231281 4.332019 -0.3 0.4 -0.4 -0.07
N -9.181400 0.184448 -3.576735 -0.2 -0.3 -0.1 0.13
H -2.842552 -3.130081 7.960912 0.0 0.0 0.0 0.08
H 0.661479 2.133195 1.359529 -0.6 0.1 -0.6 0.12
C 1.123658 0.226983 -0.557809 0.2 -0.6 -0.2 -0.02
H -3.326465 -0.443951 0.252417 0.4 0.7 0.1 0.04
H 5.167791 -8.847026 -0.556343 0.0 0.0 0.0 0.08
H -2.168544 -2.945880 -1.318964 -0.3 0.1 -0.4 0.09
C 10.262493 -1.334303 -4.948725 0.4 0.3 0.0 -0.08
C -0.547640 4.621491 0.331861 0.3 0.0 -1.0 -0.03
H -4.879281 6.023404 2.081048 0.0 0.0 0.0 0.08
H -2.768047 1.171921 0.778168 0.1 -0.4 -0.6 0.04
C -0.153450 0.728474 -0.112763 -0.2 -0.8 -0.2 -0.06
H 4.890198 -8.482441 1.157746 0.0 0.0 0.0 0.08
N -6.398430 -1.192717 4.892418 -0.1 0.2 0.1 0.13
N 12.332255 0.277456 -5.049144 -0.2 -0.1 0.0 0.11
```
Positions in Å, forces in eV/Å.

Values from the calculation:
- charge = 0
- gap between HOMO and LUMO (eV) = 6.8
- multiplicity = 1
- E (Ha) = -4252.5129
- HOMO level (eV) = -7.35